1.
Molecular formula: C4H11NO3
Method: DFT, the ωB97M-V functional and the def2-TZVPD basis

```
19
Properties=species:S:1:pos:R:3
C -2.594 0.031 -0.046
N -1.114 -0.087 -0.089
C -0.636 -0.806 -1.258
O 0.379 -0.541 -1.828
C -0.315 0.678 0.802
C -0.649 0.375 2.298
O -1.956 0.859 2.510
H -3.092 -0.410 0.836
H -2.890 1.057 -0.237
H -2.935 -0.672 -0.825
H -1.608 -1.219 -1.745
H -0.333 1.742 0.595
H 0.751 0.224 0.730
H -0.615 -0.649 2.539
H -0.091 0.995 2.960
H -2.449 0.436 3.310
O 5.936 -0.542 -2.469
H 6.241 -0.646 -1.621
H 5.112 -0.121 -2.396
```

E: -11957.197 eV
LUMO level: 0.6 eV
SMILES: CN(C=O)CCO.O
Highest occupied orbital energy: -9.09 eV
HOMO-LUMO gap: 9.7 eV

---

2.
Molecular formula: C4H6F2
Method: DFT, the ωB97M-V functional and the def2-TZVPD basis

```
12
Properties=species:S:1:pos:R:3
C 1.945 -0.762 -0.108
C 0.704 -0.991 0.278
C -0.530 -0.336 -0.321
F -1.697 -1.018 -0.072
C -0.672 1.025 0.271
F 0.449 1.775 -0.075
H 2.867 -1.088 0.347
H 2.007 -0.001 -0.857
H 0.328 -1.498 1.220
H -0.344 -0.267 -1.414
H -0.661 0.960 1.365
H -1.649 1.470 -0.066
```

E: -9678.913 eV
LUMO level: 1.2 eV
SMILES: C=C[C@@H](F)CF
Highest occupied orbital energy: -10.23 eV
HOMO-LUMO gap: 11.4 eV

---

3.
Molecular formula: C13H17Cl2CoO5
Method: DFT, the ωB97M-V functional and the def2-TZVPD basis

```
38
Properties=species:S:1:pos:R:3
Co -0.485 -0.049 0.511
C -1.863 -0.851 -2.128
O -1.926 -0.942 -0.701
C -3.228 -0.742 -0.133
C -3.393 0.719 0.193
O -2.273 1.046 1.025
C -1.914 2.431 1.052
C -1.219 2.786 -0.248
O -0.390 1.672 -0.576
C 0.669 1.976 -1.493
H -2.601 -1.522 -2.565
H -0.865 -1.167 -2.423
H -2.038 0.172 -2.468
H -3.253 -1.344 0.776
H -4.001 -1.096 -0.815
H -4.325 0.914 0.727
H -3.370 1.324 -0.717
H -1.228 2.534 1.891
H -2.791 3.054 1.233
H -0.608 3.680 -0.106
H -1.913 2.975 -1.072
H 1.286 2.780 -1.093
H 0.244 2.262 -2.457
H 1.276 1.083 -1.597
Cl 5.673 -3.601 0.777
C 4.351 -2.487 0.832
C 4.608 -1.117 0.671
C 3.588 -0.200 0.702
Cl 3.935 1.483 0.513
C 2.246 -0.602 0.885
O 1.298 0.288 0.916
C 2.015 -1.987 1.059
C 0.697 -2.468 1.294
O -0.348 -1.792 1.309
C 3.073 -2.922 1.032
H 5.625 -0.777 0.526
H 0.583 -3.538 1.497
H 2.866 -3.975 1.171
```

E: -86659.252 eV
LUMO level (spin up / spin down): -3.6 / -3.4 eV
Spin multiplicity: 2
Highest occupied orbital energy (spin up / spin down): -11.18 / -11.20 eV
HOMO-LUMO gap (spin up / spin down): 7.6 / 7.8 eV
Net charge: +1

---

4.
Molecular formula: C22H40ClNO9PtSSi
Method: DFT, the ωB97M-V functional and the def2-TZVPD basis

```
76
Properties=species:S:1:pos:R:3
Pt 0.570 -2.307 -0.056
C 2.897 3.408 -2.316
C 3.288 2.069 -1.689
C 3.992 2.311 -0.358
C 4.197 1.282 -2.625
O 2.126 1.259 -1.538
Si 0.774 1.346 -0.622
S -0.424 -0.348 -0.797
O 1.278 1.753 0.882
C 0.677 1.846 2.166
C -0.845 1.781 2.106
C 1.113 3.193 2.741
C 1.225 0.690 2.996
O -0.108 2.683 -1.102
C -1.009 2.882 -2.183
C -0.576 2.119 -3.434
C -2.409 2.446 -1.754
C -0.992 4.384 -2.460
H 3.782 4.038 -2.446
H 2.182 3.930 -1.677
H 2.434 3.253 -3.292
H 3.318 2.790 0.349
H 4.859 2.957 -0.522
H 4.334 1.369 0.067
H 5.121 1.833 -2.820
H 3.685 1.094 -3.571
H 4.446 0.326 -2.163
H -1.235 2.562 1.449
H -1.259 1.918 3.108
H -1.168 0.816 1.721
H 0.754 4.000 2.097
H 2.202 3.243 2.785
H 0.710 3.334 3.747
H 0.991 -0.256 2.504
H 0.787 0.686 3.998
H 2.311 0.760 3.077
H -0.579 1.045 -3.244
H 0.433 2.411 -3.725
H -1.259 2.337 -4.260
H -2.409 1.384 -1.509
H -3.132 2.627 -2.554
H -2.715 3.006 -0.867
H 0.012 4.696 -2.756
H -1.272 4.930 -1.557
H -1.692 4.640 -3.260
O 4.951 -1.234 0.853
Cl 3.805 -2.065 1.133
O 4.074 -3.416 0.749
O 3.470 -1.982 2.529
O 2.685 -1.535 0.340
O 1.372 -5.764 2.196
C 1.349 -4.597 1.817
O 1.031 -4.208 0.638
H 1.610 -3.791 2.530
C -3.603 -1.274 1.484
N -3.154 -2.343 2.351
C -4.255 -3.085 2.909
C -2.041 -3.127 1.796
C -2.143 -3.504 0.331
C -3.231 -4.257 -0.115
C -3.371 -4.622 -1.445
C -2.397 -4.232 -2.355
C -1.304 -3.497 -1.921
C -1.143 -3.130 -0.579
H -4.197 -0.559 2.061
H -4.218 -1.633 0.642
H -2.744 -0.757 1.057
H -4.877 -2.411 3.508
H -3.878 -3.871 3.568
H -4.920 -3.553 2.161
H -1.929 -4.030 2.403
H -1.126 -2.546 1.924
H -3.983 -4.575 0.598
H -4.223 -5.212 -1.764
H -2.483 -4.509 -3.401
H -0.545 -3.203 -2.635
```

E: -77863.711 eV
LUMO level: 4.3 eV
Highest occupied orbital energy: -2.14 eV
HOMO-LUMO gap: 6.4 eV
Net charge: -2

---

5.
Molecular formula: C26H51NO2P2Tc
Method: DFT, the ωB97M-V functional and the def2-TZVPD basis

```
83
Properties=species:S:1:pos:R:3
Tc 0.544 -0.042 -1.034
C 1.063 -1.785 -1.711
O 1.349 -2.862 -2.071
C -0.220 1.486 -0.144
O -0.681 2.435 0.382
P -1.721 -0.176 -2.059
C -3.237 -0.919 -1.265
H -4.012 -0.858 -2.044
C -2.405 1.433 -2.759
H -2.226 2.112 -1.906
C -1.554 -1.279 -3.548
H -1.327 -2.255 -3.084
C 3.855 -0.732 -0.487
P 2.436 0.018 0.455
H 3.649 -0.535 2.474
H 3.541 -1.784 -0.600
C 3.181 1.681 0.916
H 4.262 1.471 0.982
C -1.616 1.970 -3.959
H -2.024 1.612 -4.915
H -0.547 1.738 -3.924
H -1.708 3.066 -3.967
C -3.913 1.448 -3.057
H -4.140 2.261 -3.760
H -4.509 1.626 -2.156
H -4.267 0.520 -3.520
C -2.823 -1.464 -4.384
H -3.694 -1.769 -3.796
H -2.632 -2.275 -5.102
H -3.082 -0.573 -4.969
C -0.364 -0.880 -4.428
H 0.045 -1.799 -4.873
H 0.456 -0.401 -3.873
H -0.664 -0.210 -5.244
C -3.061 -2.403 -0.931
H -3.415 -3.032 -1.758
H -3.659 -2.656 -0.045
H -2.019 -2.670 -0.724
C -3.759 -0.128 -0.060
H -3.136 -0.305 0.825
H -4.783 -0.454 0.184
H -3.812 0.950 -0.237
C 5.212 -0.724 0.234
H 5.161 -0.829 1.320
H 5.786 0.182 0.006
H 5.790 -1.582 -0.137
C 3.974 -0.113 -1.877
H 4.306 0.931 -1.835
C 1.582 -0.654 3.031
H 3.034 -0.163 -2.443
H 4.726 -0.687 -2.433
C 2.907 -2.455 1.881
H 0.827 -1.447 2.974
H 1.953 -0.647 4.063
H 1.075 0.306 2.879
C 2.713 -0.936 2.053
H 2.555 -2.974 2.786
H 3.954 -2.758 1.730
H 2.329 -2.816 1.019
C 2.726 2.265 2.256
H 1.651 2.492 2.246
H 3.253 3.218 2.411
H 2.945 1.622 3.113
C 2.937 2.718 -0.178
H 3.134 2.353 -1.189
H 3.593 3.578 0.008
H 1.900 3.074 -0.138
H 0.274 -1.107 0.426
H -0.626 -1.189 -0.157
N -1.310 -0.263 2.286
C -1.505 0.153 3.599
C -1.044 1.446 3.915
C -1.244 1.955 5.204
C -1.886 1.174 6.167
C -2.294 -0.128 5.863
C -2.075 -0.669 4.589
H -1.388 -1.263 2.116
H -1.795 0.291 1.599
H -0.497 2.029 3.156
H -0.859 2.939 5.474
H -2.082 1.572 7.165
H -2.750 -0.746 6.642
H -2.312 -1.726 4.353
```

E: -54104.162 eV
LUMO level (spin up / spin down): -13.3 / -17.5 eV
Spin multiplicity: 4
Highest occupied orbital energy (spin up / spin down): -20.51 / -20.45 eV
HOMO-LUMO gap (spin up / spin down): 7.2 / 2.9 eV
Net charge: +4

---

6.
Molecular formula: C2H7NO4S2
Method: DFT, the ωB97M-V functional and the def2-TZVPD basis

```
16
Properties=species:S:1:pos:R:3
N -2.243 -0.885 0.234
C -0.839 -0.906 -0.054
C -0.118 0.354 -0.510
O 0.632 0.468 -1.382
S -0.742 2.036 0.168
O -1.488 1.833 1.352
O 0.247 3.034 0.005
O -1.878 2.205 -0.880
H -2.628 0.057 0.305
H -2.461 -1.534 1.022
H -0.808 -1.576 -0.955
H -0.212 -1.360 0.646
H -1.489 2.374 -1.731
S 4.776 0.859 0.790
H 3.850 0.446 1.552
H 4.069 0.776 -0.364
```

E: -33536.079 eV
LUMO level: 0.0 eV
SMILES: NCC(=O)S(=O)(=O)O.S
Highest occupied orbital energy: -9.75 eV
HOMO-LUMO gap: 9.8 eV

---

7.
Molecular formula: C6H15BNP
Method: DFT, the ωB97M-V functional and the def2-TZVPD basis

```
24
Properties=species:S:1:pos:R:3
B 0.339 0.162 0.098
C 0.609 -1.411 0.107
C -0.854 0.811 0.971
C -0.557 -2.355 0.261
C -1.975 -0.505 1.944
C 1.785 0.702 -1.857
C 1.055 2.510 -0.474
N 0.983 1.119 -0.735
P -1.562 -2.345 1.867
H 1.173 -1.767 -0.734
H 1.130 -1.386 1.018
H -0.603 1.375 1.817
H -1.576 1.389 0.405
H -1.428 -2.293 -0.436
H -0.083 -3.388 0.209
H -1.877 -0.270 3.092
H -2.989 -0.373 1.693
H 2.823 0.494 -1.615
H 1.176 -0.114 -2.230
H 1.925 1.488 -2.610
H 0.403 3.015 -1.252
H 0.563 2.832 0.479
H 2.141 2.939 -0.491
H -2.875 -2.736 1.419
```

E: -17918.638 eV
LUMO level: 0.6 eV
Highest occupied orbital energy: -8.22 eV
HOMO-LUMO gap: 8.8 eV

---

8.
Molecular formula: C14H39BBaF3N2O19P3
Method: DFT, the ωB97M-V functional and the def2-TZVPD basis

```
82
Properties=species:S:1:pos:R:3
Ba 19.960 -25.986 24.914
B 21.023 -25.866 29.391
H 21.279 -26.776 29.911
H 21.727 -25.631 28.608
H 20.057 -26.124 28.984
H 20.886 -25.009 30.033
N 15.761 -22.993 28.158
O 15.797 -21.830 27.838
O 15.974 -23.789 27.268
O 15.444 -23.426 29.232
C 10.515 -21.302 28.294
N 9.176 -20.799 27.934
O 8.573 -21.178 26.966
O 8.807 -19.763 28.559
H 10.996 -20.363 28.570
H 10.984 -21.657 27.376
H 10.404 -21.904 29.195
C 10.270 -24.727 34.339
O 10.000 -25.567 33.275
P 10.867 -26.938 33.071
O 12.391 -26.760 33.097
O 10.313 -27.659 31.743
C 10.363 -27.123 30.433
O 10.274 -27.822 34.284
C 8.884 -27.997 34.447
H 9.843 -23.732 34.213
H 11.330 -24.482 34.402
H 9.795 -25.266 35.159
H 9.449 -27.233 29.850
H 11.084 -27.678 29.832
H 10.774 -26.115 30.382
H 8.846 -28.817 35.164
H 8.276 -28.119 33.551
H 8.499 -27.110 34.952
C 15.173 -22.596 21.135
O 15.333 -23.245 19.904
P 15.646 -24.859 19.678
O 16.199 -25.575 20.885
O 16.656 -24.943 18.456
C 17.572 -23.951 18.081
O 14.276 -25.457 18.987
C 13.295 -26.109 19.745
H 14.227 -22.057 21.186
H 16.024 -21.963 21.385
H 15.105 -23.317 21.949
H 17.473 -23.059 18.700
H 17.269 -23.533 17.121
H 18.599 -24.302 17.980
H 12.501 -25.490 20.163
H 13.826 -26.718 20.477
H 12.877 -26.764 18.980
C 16.360 -19.576 33.330
O 17.338 -19.757 34.347
P 18.751 -20.402 33.885
O 18.612 -21.815 33.570
O 19.645 -20.094 35.250
C 20.059 -18.742 35.405
O 19.425 -19.475 32.695
C 20.764 -19.607 32.344
H 16.079 -18.526 33.248
H 15.384 -19.971 33.612
H 16.528 -19.910 32.306
H 21.141 -18.620 35.435
H 19.696 -18.554 36.415
H 19.633 -18.122 34.616
H 21.266 -18.723 31.950
H 20.671 -20.363 31.565
H 21.417 -20.063 33.087
C 14.868 -15.342 25.230
C 13.953 -16.398 24.584
O 13.402 -15.954 23.275
C 12.110 -15.592 23.263
O 11.278 -15.947 24.156
C 11.541 -14.849 22.049
F 10.687 -13.879 22.422
F 12.545 -14.292 21.358
F 10.910 -15.632 21.162
H 15.852 -15.355 24.761
H 14.924 -15.707 26.256
H 14.360 -14.378 25.255
H 13.197 -16.781 25.269
H 14.676 -17.202 24.444
```

E: -94410.768 eV
LUMO level: -4.2 eV
Highest occupied orbital energy: -6.56 eV
HOMO-LUMO gap: 2.3 eV